Record 1
This record from the Open Molecules 2025 dataset describes a molecular structure, C42H40N6O3STi. The level of theory is the ωB97M-V functional and the def2-TZVPD basis.

Results
**Strongest force on any atom**: 0.8 eV Å⁻¹
**HOMO level**: -13.549 eV
**Total charge**: +2
**ΔE to the lowest compared entry with this formula, charge and spin**: 45.40 kJ/mol

XYZ file:
```
93
Properties=species:S:1:pos:R:3:forces:R:3
Ti 0.229 0.245 0.599 0.440 0.632 0.057
O -1.130 -0.758 1.061 0.488 0.081 -0.457
C -1.370 -2.132 1.465 0.044 0.348 0.171
C -0.001 -2.842 1.443 -0.004 -0.216 0.038
C 0.828 -2.685 0.196 0.069 -0.140 0.045
C 1.335 -3.807 -0.442 -0.080 0.074 0.016
C 2.110 -3.654 -1.576 -0.018 0.027 0.029
C 2.323 -2.382 -2.078 -0.017 0.060 0.026
C 1.794 -1.283 -1.423 -0.089 -0.232 -0.128
C 1.929 0.089 -2.020 0.112 -0.024 -0.196
C 0.581 0.764 -2.320 -0.335 -0.203 0.189
O -0.128 0.772 -1.067 0.199 -0.060 0.484
C -0.268 -0.014 -3.325 0.014 0.100 -0.066
C -1.655 0.027 -3.232 -0.015 -0.026 0.040
C -2.442 -0.603 -4.184 -0.015 0.003 -0.014
C -1.852 -1.279 -5.242 0.000 -0.005 -0.012
C -0.470 -1.319 -5.344 0.001 -0.005 0.000
C 0.316 -0.685 -4.393 0.041 0.018 -0.024
C 0.731 2.208 -2.784 0.099 -0.001 -0.089
C 1.791 2.601 -3.596 0.009 -0.004 0.047
C 1.854 3.895 -4.095 0.000 0.035 -0.012
C 0.858 4.811 -3.792 0.002 0.013 -0.030
C -0.200 4.430 -2.979 -0.026 -0.002 0.013
C -0.264 3.136 -2.479 0.003 -0.034 -0.011
N 1.108 -1.448 -0.264 -0.194 -0.036 -0.200
C -1.906 -2.036 2.890 -0.033 -0.126 -0.020
C -2.790 -1.007 3.207 -0.057 0.011 -0.006
C -3.314 -0.891 4.484 -0.017 0.034 -0.034
C -2.966 -1.809 5.466 0.011 -0.025 0.028
C -2.104 -2.848 5.155 0.003 0.005 0.018
C -1.578 -2.963 3.874 0.047 0.042 -0.029
C -2.341 -2.757 0.479 -0.011 -0.054 0.062
C -3.400 -3.541 0.922 0.030 -0.028 -0.006
C -4.236 -4.171 0.009 0.003 0.009 0.011
C -4.022 -4.019 -1.351 0.003 -0.004 0.003
C -2.974 -3.226 -1.798 -0.008 -0.019 -0.037
C -2.137 -2.598 -0.890 -0.026 0.054 -0.049
H 0.576 -2.514 2.310 -0.003 0.050 -0.016
H -0.178 -3.908 1.579 -0.001 0.011 0.022
H 1.104 -4.787 -0.049 0.007 -0.006 -0.004
H 2.519 -4.519 -2.081 0.001 -0.004 -0.006
H 2.885 -2.234 -2.989 -0.004 0.000 -0.003
H 2.484 0.732 -1.343 -0.006 0.035 0.005
H 2.532 0.003 -2.921 -0.046 0.000 -0.004
H -2.128 0.546 -2.409 0.007 -0.001 -0.001
H -3.520 -0.562 -4.100 0.001 0.004 0.005
H -2.467 -1.765 -5.988 0.002 0.000 0.000
H -0.001 -1.834 -6.172 0.000 0.000 0.000
H 1.392 -0.706 -4.517 -0.004 -0.002 -0.001
H 2.569 1.900 -3.873 0.000 -0.004 0.000
H 2.678 4.182 -4.734 0.003 -0.004 -0.003
H 0.899 5.814 -4.197 0.003 0.000 0.001
H -0.989 5.133 -2.749 0.001 0.003 -0.001
H -1.111 2.835 -1.875 -0.006 0.001 -0.007
H -3.102 -0.314 2.435 0.006 -0.016 -0.003
H -4.013 -0.096 4.709 -0.002 -0.004 0.005
H -3.382 -1.726 6.461 0.000 0.001 0.000
H -1.844 -3.582 5.906 -0.004 0.000 0.002
H -0.922 -3.795 3.658 0.003 -0.004 -0.002
H -3.583 -3.667 1.981 0.007 0.000 0.021
H -5.057 -4.777 0.368 0.001 -0.003 -0.004
H -4.673 -4.512 -2.061 -0.003 0.004 -0.003
H -2.809 -3.087 -2.858 0.003 -0.006 0.011
H -1.349 -1.957 -1.267 -0.006 -0.013 0.022
O -0.951 1.995 1.443 -0.189 -0.334 0.068
C -0.810 2.293 2.846 -0.012 0.060 -0.023
C 0.068 1.289 3.540 -0.079 -0.006 0.143
C 0.134 1.286 4.926 0.000 -0.007 -0.055
C 0.947 0.363 5.556 -0.017 0.017 -0.039
C 1.680 -0.522 4.777 0.000 0.000 -0.041
C 1.568 -0.441 3.407 -0.007 0.006 0.079
N 0.773 0.445 2.785 -0.243 -0.059 0.013
H -1.875 1.759 1.283 0.042 0.055 -0.098
H -1.793 2.324 3.314 0.008 -0.014 0.016
H -0.377 3.292 2.930 -0.011 -0.003 0.009
H -0.457 1.991 5.496 0.000 0.006 0.002
H 1.008 0.332 6.636 0.004 -0.003 0.007
H 2.333 -1.259 5.220 0.000 -0.006 0.000
H 2.143 -1.099 2.770 0.020 -0.023 0.041
C 2.826 5.306 -0.683 -0.047 -0.002 -0.009
C 3.470 4.032 -0.297 -0.069 0.034 -0.032
N 4.730 3.765 -0.341 0.157 0.124 -0.039
N 4.840 2.480 0.102 -0.118 -0.113 0.044
C 3.669 1.930 0.427 0.162 0.041 -0.007
S 3.326 0.394 0.991 -0.169 -0.209 0.007
N 2.779 2.921 0.168 0.053 0.030 -0.007
N 1.419 2.762 0.395 -0.152 0.048 -0.003
H 3.594 5.998 -1.015 0.007 -0.002 0.001
H 2.297 5.750 0.162 0.002 0.001 0.002
H 2.114 5.147 -1.496 0.015 0.000 0.032
H 5.743 2.037 0.165 0.011 0.021 -0.002
H 1.138 3.385 1.147 -0.008 -0.003 -0.010
H 0.909 3.022 -0.452 0.004 -0.001 0.010
```
Forces are in eV/Å.

---

Record 2
This record from the Open Molecules 2025 dataset describes a molecular structure, C42H41AsGaO4PS3. The level of theory is the ωB97M-V functional and the def2-TZVPD basis.

Results
**Strongest force on any atom**: 0.4 eV Å⁻¹
**HOMO level**: -2.069 eV
**Total charge**: -2
**ΔE to the lowest compared entry with this formula, charge and spin**: 8.51 kJ/mol

XYZ file:
```
93
Properties=species:S:1:pos:R:3:forces:R:3
Ga 0.624 0.207 0.937 -0.359 -0.108 -0.189
C -3.342 -1.174 -1.356 0.039 -0.009 -0.007
C -4.542 -0.997 -0.467 -0.016 0.017 0.037
C -5.760 -1.560 -0.840 0.015 -0.006 -0.003
C -6.905 -1.390 -0.076 -0.008 0.001 -0.001
C -6.843 -0.638 1.087 0.001 0.004 -0.003
C -5.636 -0.073 1.476 -0.006 -0.001 0.014
C -4.476 -0.243 0.720 -0.002 -0.004 -0.037
P -2.827 0.378 1.266 0.011 0.005 -0.008
C -3.214 0.943 2.972 0.127 -0.096 0.040
C -3.200 -0.144 3.854 0.038 0.032 0.009
C -3.432 0.005 5.208 0.005 0.009 0.009
C -3.649 1.275 5.718 -0.009 -0.029 0.009
C -3.640 2.360 4.863 -0.033 0.012 -0.021
C -3.430 2.225 3.490 -0.038 0.060 -0.017
C -3.398 3.489 2.671 0.004 0.023 0.036
C -2.632 1.860 0.211 0.110 -0.014 -0.052
C -3.637 2.310 -0.644 0.024 -0.009 -0.039
C -3.440 3.397 -1.482 -0.029 0.004 0.005
C -2.221 4.061 -1.447 0.012 0.011 -0.008
C -1.216 3.619 -0.605 0.007 -0.024 -0.048
C -1.372 2.499 0.220 -0.002 -0.064 -0.023
C -0.246 2.054 1.080 -0.016 0.024 0.037
H -3.453 -2.055 -1.990 0.009 -0.002 0.006
H -2.410 -1.263 -0.790 0.010 -0.005 0.004
H -3.224 -0.301 -2.005 0.004 -0.002 0.002
H -5.801 -2.151 -1.749 -0.004 0.001 0.002
H -7.839 -1.846 -0.386 0.001 0.001 -0.001
H -7.727 -0.492 1.697 0.000 -0.002 -0.002
H -5.587 0.504 2.391 -0.003 -0.008 -0.010
H -2.962 -1.125 3.461 0.021 -0.022 -0.010
H -3.394 -0.857 5.862 0.002 0.000 0.001
H -3.794 1.424 6.782 0.002 0.001 -0.001
H -3.782 3.358 5.264 -0.002 -0.006 0.001
H -3.922 4.286 3.203 0.023 0.009 0.023
H -3.850 3.373 1.690 -0.027 0.019 0.052
H -2.364 3.810 2.520 -0.017 -0.013 -0.039
H -4.595 1.804 -0.650 0.006 0.008 -0.001
H -4.233 3.727 -2.143 0.001 -0.002 -0.001
H -2.050 4.922 -2.085 0.002 0.001 0.002
H -0.261 4.133 -0.592 -0.002 0.000 0.002
H -0.558 2.017 2.129 -0.007 -0.018 -0.001
H 0.566 2.782 1.046 0.011 -0.012 -0.015
S 2.906 -0.102 0.612 0.138 -0.120 0.064
C 3.229 -1.634 -0.211 0.037 0.066 -0.003
C 4.478 -1.650 -0.865 0.002 -0.005 0.005
C 4.952 -2.752 -1.545 -0.015 -0.001 -0.001
C 4.190 -3.914 -1.599 0.004 0.009 -0.008
C 2.968 -3.925 -0.953 0.002 0.007 0.010
C 2.463 -2.816 -0.269 -0.008 -0.055 0.071
As 0.723 -3.053 0.631 0.057 0.016 -0.037
C 1.276 -4.719 1.558 0.005 0.052 0.044
C 1.031 -6.028 1.154 0.004 0.002 -0.028
C 1.470 -7.103 1.919 -0.005 0.000 0.004
C 2.162 -6.881 3.101 0.004 -0.001 -0.002
C 2.405 -5.578 3.518 -0.003 0.008 0.001
C 1.959 -4.507 2.758 -0.019 -0.031 -0.003
C -0.351 -3.898 -0.779 -0.001 -0.004 -0.015
C -0.076 -3.880 -2.142 -0.004 -0.014 0.015
C -0.982 -4.402 -3.059 0.004 -0.005 -0.001
C -2.177 -4.958 -2.627 0.004 0.003 -0.008
C -2.466 -4.980 -1.268 -0.010 0.010 0.001
C -1.565 -4.445 -0.360 -0.011 0.012 0.013
H 5.070 -0.744 -0.830 -0.001 0.000 0.003
H 5.919 -2.703 -2.035 0.001 -0.001 0.000
H 4.544 -4.795 -2.122 -0.001 0.001 -0.002
H 2.379 -4.836 -0.971 -0.006 -0.002 -0.002
H 0.493 -6.216 0.231 0.002 0.001 0.004
H 1.271 -8.116 1.587 0.001 0.001 0.001
H 2.505 -7.719 3.698 0.000 0.001 -0.001
H 2.935 -5.393 4.445 0.000 -0.002 0.002
H 2.128 -3.490 3.100 0.001 0.001 0.001
H 0.849 -3.448 -2.497 0.029 0.018 -0.009
H -0.752 -4.365 -4.118 0.001 0.000 0.000
H -2.883 -5.363 -3.343 -0.002 0.003 -0.001
H -3.404 -5.396 -0.916 0.001 0.002 0.000
H -1.813 -4.439 0.697 0.001 -0.003 0.000
C 1.514 -0.623 -2.605 -0.025 -0.029 -0.058
C 0.110 -0.463 -2.017 0.004 -0.044 -0.017
C -0.404 0.915 -2.417 -0.008 0.037 0.052
O 0.016 -0.735 -0.643 0.007 0.073 0.059
H 1.465 -0.519 -3.694 -0.005 0.027 -0.005
H 1.948 -1.594 -2.376 -0.031 0.025 -0.060
H 2.187 0.141 -2.209 -0.001 -0.010 0.003
H -0.533 -1.204 -2.523 -0.014 -0.004 0.016
H 0.228 1.691 -1.979 0.006 0.027 0.008
H -1.425 1.080 -2.082 -0.049 0.028 0.038
H -0.372 1.026 -3.506 -0.002 -0.006 0.011
O -0.198 1.585 4.445 -0.011 0.021 -0.013
S 0.973 0.807 4.048 -0.072 -0.023 -0.032
O 1.787 1.489 3.033 0.110 0.100 0.134
O 1.729 0.277 5.171 0.005 -0.009 -0.021
S 0.261 -0.867 2.971 -0.031 0.032 0.010
```
Forces are in eV/Å.

---

Record 3
This record from the Open Molecules 2025 dataset describes a molecular structure, C42H41ClO2P2Re at a distorted geometry. The level of theory is the ωB97M-V functional and the def2-TZVPD basis.

Results
**Strongest force on any atom**: 8.0 eV Å⁻¹
**HOMO level (spin up / spin down)**: -12.729 / -12.728 eV
**Total charge**: +2
**ΔE to the lowest compared entry with this formula, charge and spin**: 0.00 kJ/mol
**⟨S²⟩**: 3.86
**Multiplicity**: 4

XYZ file:
```
89
Properties=species:S:1:pos:R:3:forces:R:3
Re -0.029 0.010 -0.319 -2.300 2.781 7.189
C -1.805 0.837 -6.818 -0.266 -0.153 -0.189
C -1.795 -0.461 -6.493 -0.494 0.467 -0.411
C -1.054 -1.552 -7.218 0.315 -0.248 -0.001
C 0.354 -1.161 -7.728 0.034 -0.305 -0.214
C 1.148 -0.337 -6.745 0.246 0.213 -0.343
C 1.149 0.999 -6.713 0.585 -0.383 -0.338
C 0.376 1.920 -7.606 -0.371 0.248 -0.040
C -1.043 1.439 -7.978 -0.178 0.205 -0.269
C 1.601 0.376 1.030 1.317 -1.176 -0.546
H -2.452 1.545 -6.281 0.322 -0.442 0.047
H -2.442 -0.811 -5.686 -0.066 0.234 -0.134
H -1.628 -1.925 -8.084 0.015 0.128 0.354
H -0.951 -2.411 -6.535 -0.034 0.158 -0.164
H 0.908 -2.087 -7.939 -0.152 0.221 0.080
H 0.265 -0.656 -8.700 0.172 -0.114 0.435
H 1.813 -0.924 -6.097 -0.140 0.404 -0.219
H 1.842 1.542 -6.081 -0.071 -0.312 -0.023
H 0.929 2.116 -8.538 -0.031 -0.058 0.260
H 0.300 2.891 -7.093 -0.008 -0.215 -0.143
H -1.596 2.316 -8.347 0.097 -0.263 0.096
H -0.983 0.749 -8.832 -0.196 0.211 0.395
H 1.346 1.252 1.651 -0.179 -0.075 -0.487
H 2.630 0.444 0.656 -0.242 0.026 0.505
H 1.481 -0.546 1.624 0.463 0.246 0.002
P -1.536 -0.602 -1.871 -1.669 -1.736 -3.953
P 1.523 0.053 -1.873 3.783 0.085 -3.481
C -0.570 -0.816 -3.398 0.527 0.094 -0.285
C 0.757 -0.593 -3.396 -0.712 -0.146 0.151
C -2.524 -2.135 -1.671 0.378 0.054 -0.061
C -2.840 -2.919 -2.788 -0.243 -0.092 0.265
C -3.596 -4.084 -2.620 0.065 0.119 0.125
C -4.017 -4.470 -1.342 0.168 0.171 -0.026
C -3.672 -3.701 -0.224 0.069 0.105 -0.185
C -2.919 -2.539 -0.389 -0.090 0.013 -0.101
C -2.777 0.739 -2.218 0.371 -0.167 0.727
C -2.322 2.063 -2.223 -0.151 0.138 0.044
C -3.228 3.105 -2.444 0.096 -0.213 -0.047
C -4.580 2.819 -2.663 0.198 -0.161 0.140
C -5.036 1.498 -2.600 0.226 -0.032 0.004
C -4.143 0.452 -2.357 0.090 0.076 -0.012
C 3.047 -0.985 -1.627 -0.265 0.361 0.279
C 2.899 -2.252 -1.049 0.234 -0.020 0.002
C 4.023 -3.053 -0.818 -0.184 0.216 -0.153
C 5.293 -2.585 -1.170 -0.162 0.234 0.055
C 5.447 -1.290 -1.680 -0.196 -0.148 0.036
C 4.327 -0.483 -1.901 -0.088 -0.201 -0.008
C 2.200 1.732 -2.319 -0.652 -0.204 0.154
C 2.393 2.678 -1.310 0.040 0.114 0.039
C 2.885 3.947 -1.625 -0.008 -0.203 -0.093
C 3.174 4.280 -2.952 -0.213 -0.196 0.039
C 2.931 3.351 -3.972 -0.047 -0.110 0.278
C 2.440 2.081 -3.650 0.147 0.039 0.090
H -1.107 -1.081 -4.305 0.340 -0.101 0.087
H 1.388 -0.792 -4.260 -0.316 0.139 0.169
H -2.507 -2.614 -3.778 -0.173 -0.187 0.196
H -3.852 -4.686 -3.493 0.066 0.149 0.302
H -4.601 -5.382 -1.211 0.158 0.273 -0.069
H -3.984 -3.998 0.779 0.073 0.013 -0.352
H -2.634 -1.944 0.484 -0.164 -0.232 -0.335
H -1.264 2.277 -2.027 -0.311 0.011 -0.228
H -2.872 4.135 -2.438 -0.124 -0.258 -0.052
H -5.282 3.632 -2.854 0.195 -0.249 0.070
H -6.095 1.277 -2.726 0.248 0.067 -0.012
H -4.499 -0.577 -2.274 0.076 0.352 -0.086
H 1.904 -2.599 -0.755 0.262 -0.035 -0.129
H 3.901 -4.035 -0.358 0.064 0.290 -0.202
H 6.167 -3.220 -1.018 -0.247 0.216 -0.011
H 6.442 -0.899 -1.897 -0.278 -0.148 0.029
H 4.452 0.534 -2.274 0.000 -0.309 0.044
H 2.158 2.412 -0.279 0.157 0.248 -0.276
H 3.033 4.672 -0.825 0.012 -0.142 -0.235
H 3.563 5.271 -3.191 -0.125 -0.325 0.052
H 3.117 3.625 -5.014 -0.038 -0.157 0.352
H 2.239 1.346 -4.423 0.159 0.241 0.209
Cl -2.784 0.543 7.837 0.367 -0.309 -1.360
C -2.338 0.174 6.225 -0.280 0.139 1.501
C -1.757 -1.065 5.921 0.640 -1.285 -1.100
C -1.396 -1.352 4.604 -0.129 -0.506 2.054
C -1.591 -0.399 3.601 0.291 -0.082 -0.732
C -2.191 0.820 3.895 -0.632 1.081 1.121
C -2.557 1.117 5.210 -0.119 0.848 -1.999
C -1.081 -0.715 2.210 0.692 -1.554 -0.626
O -0.526 -1.811 2.002 -1.066 2.051 0.387
O -1.245 0.212 1.286 -0.369 -0.342 1.195
H -1.609 -1.790 6.713 0.031 0.045 -0.107
H -0.947 -2.308 4.356 -0.042 0.142 0.005
H -2.350 1.528 3.088 -0.019 -0.008 0.226
H -3.022 2.067 5.442 0.055 -0.063 0.044
```
Forces are in eV/Å.